# 1
Density functional theory data (ωB97M-V/def2-TZVPD) for a structure of composition C34H39O9S2 at a distorted geometry.

Gap between HOMO and LUMO   5.43 eV
Lowest unoccupied orbital energy   2.649 eV
F_max   6.78 eV/A
HOMO   -2.78 eV
Energy above the lowest of the compared OMol25 structures with the same formula, charge and spin   350.0 kJ/mol

Structure (ORCA input):
```
! RIJCOSX wB97M-V def2-TZVPD def2/J DEFGRID3
* xyz -1 1
C -2.493 -2.225 -2.682
C -1.385 3.907 0.723
H 5.281 -1.927 -1.742
H 3.967 -3.009 2.180
H 4.505 -0.505 -5.756
C 3.398 -3.332 3.056
H -2.290 3.545 -2.564
C -3.996 -0.751 2.081
H -1.378 -1.426 4.013
C 0.291 -1.773 2.314
C 4.276 0.962 2.819
C -0.770 1.671 -0.096
C 3.124 0.132 -4.241
H 4.712 0.548 1.907
H -3.055 5.649 -2.622
O 1.261 -2.382 -2.251
H -2.347 7.171 -1.984
C -1.560 -0.114 2.355
C 0.419 -0.109 -1.232
O 1.602 -1.935 2.511
H -3.077 -0.489 5.443
H 1.649 -3.928 1.920
H -1.797 0.938 2.173
H 3.013 2.514 1.970
C -1.784 -1.524 -5.295
H 1.358 -3.664 3.664
H -1.412 4.651 1.517
H -0.484 2.459 1.944
C -0.138 -0.367 1.863
H -2.752 -2.511 -1.664
H -0.058 -0.473 0.725
S 0.066 -1.812 -1.669
C -2.568 -0.951 1.574
C -3.073 -0.175 4.394
H -5.119 -0.679 3.931
C -0.816 -1.550 -4.291
H 3.280 -0.677 -0.934
O -0.514 -2.390 -0.473
C -1.673 -0.384 3.852
H 3.645 -2.675 3.895
H -1.559 1.284 -2.083
C -0.858 2.652 0.940
C 3.548 -0.669 -1.989
C 4.248 -0.560 -4.697
C -1.177 -1.847 -2.975
C 2.953 1.622 2.597
C -1.417 2.046 -1.317
C -3.455 -2.230 -3.697
C -1.824 4.295 -0.562
C -3.107 -1.866 -5.001
C -0.108 0.405 -0.078
H 0.221 -1.336 -4.539
S 1.314 0.934 -2.367
O -2.098 5.608 -0.752
O 1.768 2.120 -1.684
H -4.660 -1.442 1.550
H 4.174 0.169 3.567
H 2.501 1.868 3.557
O 0.559 1.227 3.511
H -3.997 -2.030 3.804
H 2.510 0.723 -4.921
H 5.891 -1.863 -4.166
H -1.276 5.906 -2.672
H 4.963 1.708 3.225
C -2.197 6.098 -2.103
H -4.481 -2.520 -3.463
H 3.716 -4.344 3.314
C -4.116 -0.959 3.593
O 0.471 1.035 -3.548
H -1.493 -1.239 -6.307
H -2.261 -1.997 1.704
H -0.959 0.260 4.368
C 0.839 0.585 2.491
C 1.925 -3.320 2.791
H -3.863 -1.855 -5.789
O 2.037 0.700 1.911
H -3.308 0.897 4.378
H -2.500 -0.722 0.500
C 5.020 -1.310 -3.804
C -1.895 3.311 -1.576
C 2.764 0.036 -2.899
O -0.485 -2.706 2.490
H -4.312 0.267 1.819
C 4.677 -1.353 -2.448
*
```

Löwdin atomic charge list, values in e, 4 entries:
1 C -0.054
2 C -0.012
3 H 0.101
4 H 0.079



# 2
Density functional theory data (ωB97M-V/def2-TZVPD) for a structure of composition C34H40BiBr2N7OP.

Gap between HOMO and LUMO   8.27 eV
Lowest unoccupied orbital energy   -2.532 eV
F_max   0.50 eV/A
HOMO   -10.80 eV
Energy above the lowest of the compared OMol25 structures with the same formula, charge and spin   0.0 kJ/mol

Structure (ORCA input):
```
! RIJCOSX wB97M-V def2-TZVPD def2/J DEFGRID3
* xyz 1 1
H 1.378 3.775 4.385
C -3.145 2.622 2.386
C -2.239 -4.227 -0.590
C 4.155 -1.437 -1.063
C 3.158 2.896 3.551
H 2.548 -3.469 -3.248
C 2.671 -5.202 -1.171
H 2.001 -2.584 1.332
C -2.137 -1.304 -2.415
H 0.231 -6.246 -1.742
H -0.789 -2.609 1.739
H -1.923 -4.011 4.156
N 0.824 -4.298 1.038
H -3.833 -1.798 1.023
H -2.919 -4.315 -1.441
H 2.614 -0.541 -2.257
C 3.657 2.005 2.618
H -2.616 -4.855 0.224
H -0.927 -1.955 3.359
C 0.975 2.349 2.823
C 1.850 -3.567 1.777
H 2.807 -4.100 1.780
N -1.742 1.807 0.799
O 0.154 -2.319 -0.471
H -3.784 2.674 3.256
C 1.582 -3.821 -2.879
C -3.852 -2.582 1.773
C 4.299 -0.523 1.144
H 4.497 -2.116 -1.831
C 3.113 -0.551 -1.293
H -2.244 -3.187 -0.270
C -2.783 -3.836 3.517
H -3.197 4.662 1.518
N 2.664 0.317 -0.390
H 2.631 -5.480 -0.121
C -4.437 -1.076 -3.075
C -2.843 3.643 1.490
N -1.613 -0.706 1.816
C 3.256 0.333 0.809
H 1.290 -6.263 1.676
C 2.754 1.323 1.814
H 0.854 -3.024 -3.016
H 3.676 -4.829 -1.383
Br 6.117 -2.635 0.596
H -3.795 0.820 -0.348
H -0.341 -6.044 1.018
H 4.739 -0.507 2.132
H 1.532 -3.432 2.815
C -2.740 -2.811 2.576
C -3.607 0.127 -1.161
H -1.312 -6.689 -1.010
H -2.877 -0.111 3.335
H 0.050 -5.427 2.623
H 1.281 -4.679 -3.488
C -2.344 0.177 2.430
N -0.893 -4.622 -0.998
C -5.029 -4.384 2.853
H 2.514 -6.100 -1.777
C 1.795 3.083 3.667
C -4.992 -3.364 1.915
C -2.459 1.490 1.937
C -1.980 3.099 0.530
H -5.919 -4.989 2.966
C -2.338 -0.429 -1.347
Br 4.342 3.858 4.651
H -5.251 -1.322 -3.746
C -3.178 -1.622 -3.278
N 1.681 -4.178 -1.467
H -5.855 -3.171 1.290
H -5.632 0.231 -1.860
H 4.723 1.862 2.506
H -1.280 -5.929 -2.604
P 0.422 -3.794 -0.475
C -4.652 -0.204 -2.016
C -3.919 -4.621 3.654
H -0.103 2.462 2.881
H -3.005 -2.300 -4.106
N 1.430 1.487 1.913
H -1.163 -1.757 -2.569
C 4.739 -1.416 0.186
Bi -0.579 0.074 -0.037
H -1.533 3.587 -0.325
C 0.439 -5.576 1.613
C -1.444 -2.042 2.400
H -3.944 -5.407 4.398
C -0.804 -5.938 -1.620
*
```

Löwdin atomic charge list, values in e, 4 entries:
1 H 0.110
2 C -0.026
3 C -0.076
4 C -0.108



# 3
Density functional theory data (ωB97M-V/def2-TZVPD) for a structure of composition C34H40Cl2MnN6O3Se at a distorted geometry.

Gap between HOMO and LUMO (spin up / spin down)   6.49 / 6.40 eV
Lowest unoccupied orbital energy (spin up / spin down)   -0.087 / -0.294 eV
⟨S²⟩   8.97
F_max   1.20 eV/A
HOMO (spin up / spin down)   -6.58 / -6.69 eV
Energy above the lowest of the compared OMol25 structures with the same formula, charge and spin   83.7 kJ/mol

Structure (ORCA input):
```
! RIJCOSX wB97M-V def2-TZVPD def2/J DEFGRID3
* xyz 0 6
H -0.319 2.873 4.558
C -2.641 -2.757 -1.849
C 2.172 -1.642 3.942
H 0.456 -1.678 -0.690
C 1.028 -1.491 4.772
C 1.969 5.062 -1.461
H 2.082 1.071 -1.920
O 2.370 2.873 1.473
H 2.829 0.469 1.308
H -0.537 -4.619 1.992
N 1.543 0.234 -1.747
H 2.305 6.018 -1.842
C 0.619 2.823 4.014
C 0.308 -3.944 2.154
H -3.819 -1.593 3.118
O 0.201 -2.796 1.326
C 2.027 -2.003 -4.675
H -1.664 -2.848 -2.325
H -0.106 2.493 -2.210
H -2.515 -2.405 -0.827
C 0.787 -1.928 -5.274
H 0.779 -2.059 5.657
C 0.020 -0.516 -3.500
C 2.076 -0.699 2.949
H 0.369 -3.654 3.203
C 1.116 2.600 -0.470
H -1.504 0.722 4.030
H 4.309 3.587 1.553
C 3.014 -0.482 1.805
Cl 1.885 2.258 5.130
H 3.746 -0.634 -1.086
C -0.232 -1.192 -4.677
H 3.121 4.509 2.519
H 4.051 -0.484 2.146
C 2.284 -1.345 -3.471
H -3.594 -2.755 -4.488
C -3.966 -0.678 -1.982
N -3.460 -1.791 -2.556
H -5.789 1.227 -1.800
C 0.734 0.313 -0.642
H -1.210 -1.127 -5.135
H -3.131 -3.730 -1.834
C 2.011 3.393 0.257
C 0.630 3.082 -1.678
Mn 0.307 1.717 2.284
N 0.923 0.037 3.128
H 0.899 3.811 3.656
H 0.675 4.662 -3.124
H -5.193 -0.572 -5.017
H 2.909 -1.275 1.059
C 1.062 4.303 -2.180
C 3.755 -1.600 -1.585
H -4.043 0.224 1.456
C -3.880 -1.924 -3.868
H 4.732 -2.063 -1.470
H 0.611 -2.447 -6.207
C 1.276 -0.570 -2.894
H -1.841 -3.057 3.109
O 3.547 -1.491 -2.988
N 0.051 -0.817 -0.354
C -3.036 -1.424 2.391
H 2.997 -2.244 -1.130
H 1.229 -4.440 1.860
Cl -1.217 3.178 1.818
C -2.159 -0.170 0.528
C -4.662 -0.856 -4.127
C -5.406 1.152 -2.813
N -4.706 -0.110 -2.964
C 3.421 3.514 2.185
H -0.759 0.819 5.631
C -1.003 -0.949 0.578
H 2.972 -2.358 4.052
H 3.624 2.889 3.049
C -0.962 0.149 4.790
H -1.642 -0.628 5.140
C -0.909 -2.024 1.474
C -3.159 -0.397 1.476
N 0.687 1.378 0.105
C 0.295 -0.456 4.251
H 3.132 5.223 0.333
H 2.831 -2.580 -5.111
H -0.755 0.073 -3.021
H -6.232 1.189 -3.521
Se -2.508 1.029 -0.903
C -1.923 -2.259 2.387
H -4.734 1.992 -2.995
C 2.443 4.613 -0.234
*
```

Löwdin atomic charge list, values in e, 4 entries:
1 H -0.005
2 C -0.006
3 C -0.087
4 H 0.149



# 4
Density functional theory data (ωB97M-V/def2-TZVPD) for a structure of composition C34H40ClIrN7O at a distorted geometry.

Gap between HOMO and LUMO (spin up / spin down)   5.16 / 5.20 eV
Lowest unoccupied orbital energy (spin up / spin down)   -13.553 / -13.566 eV
⟨S²⟩   1.23
F_max   5.85 eV/A
HOMO (spin up / spin down)   -18.71 / -18.77 eV
Energy above the lowest of the compared OMol25 structures with the same formula, charge and spin   354.5 kJ/mol

Structure (ORCA input):
```
! RIJCOSX wB97M-V def2-TZVPD def2/J DEFGRID3
* xyz 4 2
H 0.223 -0.908 -5.183
H 5.400 4.712 -2.520
C 6.905 3.992 1.206
C -0.939 0.900 4.928
C -0.170 -0.302 -4.382
O 4.718 3.272 -0.595
H -0.660 2.708 -0.914
C -0.986 0.792 -4.633
C 4.082 3.234 -4.152
H -4.871 -1.420 0.061
C 8.042 1.852 0.590
H -2.412 -4.928 0.044
C -1.109 1.174 -2.278
H -0.440 -3.433 -0.012
C -1.453 1.610 3.854
H 7.569 2.560 -2.164
H 0.701 -1.443 3.146
H -2.379 2.599 -1.273
H 2.410 2.662 -5.351
H 3.063 -1.861 0.628
H 7.945 0.815 0.280
N -0.316 0.126 -2.051
H 5.971 4.545 1.282
C -1.553 2.003 1.354
H -0.792 2.779 1.209
H 7.465 4.083 -1.280
H 6.182 1.901 2.640
C -3.903 -1.896 0.058
H 7.302 2.267 -4.686
C -2.749 -1.115 0.060
H 0.242 -0.808 5.498
C 0.130 -0.610 -3.064
H -1.245 1.065 -5.645
H 5.704 0.767 1.396
C -2.890 0.390 0.094
Ir 0.232 -0.355 0.204
C -1.440 -3.020 0.023
N 4.510 -0.568 -0.135
H 6.417 0.519 -1.141
H -2.117 2.386 -3.741
N -1.644 1.184 0.136
C 6.232 2.338 -4.819
N 2.369 -0.087 -0.401
H 4.858 4.142 -0.188
C 4.250 1.808 -6.084
C 3.473 2.573 -5.189
H -4.685 -3.893 0.063
C -1.479 1.532 -3.570
H -2.498 2.526 1.548
H -3.472 0.675 -0.789
N -0.355 0.140 2.343
H 8.497 1.839 1.583
C -2.538 -3.858 0.043
C 6.714 2.574 0.674
H 8.771 2.356 -0.042
H 7.308 3.932 2.217
C 0.100 -0.573 3.373
H -3.499 0.629 0.972
C -1.482 2.001 -1.074
N 4.402 0.569 -0.818
H 6.229 1.086 -6.548
C 5.776 1.822 1.634
C 5.593 1.214 -1.318
Cl 3.530 1.082 -7.433
H 5.466 1.347 -2.398
H 2.742 1.716 -1.506
H 4.788 2.277 1.627
H 3.497 3.858 -3.491
C -3.799 -3.276 0.056
N -1.546 -1.691 0.040
C 6.128 4.006 -2.923
C 5.637 1.679 -5.868
C 5.476 3.156 -3.953
H 0.752 -1.459 -2.818
H 7.622 4.584 0.644
C 3.294 -0.953 0.104
C 5.932 2.615 -0.742
C -1.134 1.204 2.563
H -2.070 2.480 4.011
H -1.146 1.220 5.938
C -0.160 -0.222 4.687
C 3.109 0.859 -0.978
H 6.900 4.589 -3.446
C 6.882 3.310 -1.775
*
```

Löwdin atomic charge list, values in e, 4 entries:
1 H 0.131
2 H 0.128
3 C -0.021
4 C 0.028



# 5
Density functional theory data (ωB97M-V/def2-TZVPD) for a structure of composition C34H40ClN11OSTi.

Gap between HOMO and LUMO (spin up / spin down)   5.69 / 7.28 eV
Lowest unoccupied orbital energy (spin up / spin down)   0.023 / -0.224 eV
⟨S²⟩   2.01
F_max   0.43 eV/A
HOMO (spin up / spin down)   -5.67 / -7.51 eV
Energy above the lowest of the compared OMol25 structures with the same formula, charge and spin   141.4 kJ/mol

Structure (ORCA input):
```
! RIJCOSX wB97M-V def2-TZVPD def2/J DEFGRID3
* xyz 0 3
H -1.583 3.318 -0.609
H 3.033 1.824 3.690
C -4.239 0.729 -1.976
H -3.369 -3.076 2.766
H 0.025 -0.640 1.845
H 1.754 -3.077 2.936
H -4.984 -3.692 2.461
C -4.807 0.875 -3.233
N 2.129 1.906 4.130
Cl -4.745 0.765 -5.935
H -2.412 1.120 0.069
N 4.405 1.219 -0.362
H 2.138 -1.511 -1.635
H -2.653 -0.715 1.488
H -1.449 -2.677 1.841
C 1.400 -1.534 -0.851
H -2.164 3.531 4.717
N 1.526 1.963 -0.557
H 6.408 0.841 -3.010
C 6.351 2.557 -1.678
H -1.117 3.345 -3.054
N -1.067 2.817 1.822
C 4.209 -1.572 1.294
C -0.653 2.948 -1.017
N -2.224 3.249 3.754
H 5.029 -1.492 0.594
H -5.432 -1.984 -0.267
C -2.314 0.161 -0.447
C 1.056 2.177 3.354
H -4.454 -5.366 0.577
H -5.000 -3.405 -1.229
N -0.241 -2.088 0.304
Ti 2.700 0.945 0.916
C 4.872 2.421 0.054
C 3.824 -0.567 2.239
C -1.399 -2.833 0.763
H -1.165 -0.338 -2.863
C -1.064 2.899 3.141
H -4.831 0.975 -1.100
H -3.207 -2.102 -1.754
H -2.881 -5.110 1.309
H -2.156 -0.072 -5.115
H 3.426 -3.595 0.911
N 5.817 3.110 -0.599
H 4.486 0.235 2.560
C 4.956 0.664 -1.444
C -5.143 -3.035 -0.213
C 1.751 1.992 -1.887
C 0.309 2.432 -0.113
C -2.735 0.153 -4.230
C -4.046 0.585 -4.352
C -2.719 -2.379 0.124
H 7.425 4.359 -2.034
H -1.244 -0.009 -0.558
H 2.294 -0.647 3.873
C -2.925 0.295 -1.820
C -4.237 -2.979 2.110
N -0.015 2.675 3.956
H 1.112 2.456 -3.858
H 8.395 2.885 -2.177
C 7.420 3.330 -2.385
H 2.093 2.277 5.063
C 2.510 -2.404 2.554
H -5.826 1.217 -3.347
C 3.397 -2.680 1.486
C 0.857 2.462 -2.808
N 0.419 -2.396 -0.838
N 1.405 -0.682 0.209
H -1.202 -3.884 0.577
C -3.896 -3.280 0.646
C 0.089 2.381 1.280
S 4.123 2.997 1.493
H 7.271 3.305 -3.465
H 2.711 1.613 -2.212
H 4.575 -0.310 -1.734
C -3.543 -4.768 0.512
C -0.388 2.963 -2.351
N 1.134 1.888 2.038
O -2.536 -2.592 -1.266
C -2.972 -0.892 0.457
C -2.186 0.010 -2.965
H -2.941 3.653 3.178
H -5.986 -3.580 0.215
H -3.073 -4.973 -0.450
C 2.771 -1.126 3.030
C 5.954 1.293 -2.140
H -4.652 -1.979 2.240
H -4.046 -0.696 0.449
C 0.360 -1.075 0.918
*
```

Löwdin atomic charge list, values in e, 4 entries:
1 H 0.109
2 H 0.041
3 C -0.031
4 H 0.082